Below is 2 unconnected molecules or ions with the total composition C4H12N3, with properties calculated with ωB97M-V/def2-TZVPD.

Positions of all 19 atoms, in Å:
C 1.479 -1.984 -0.495
N -0.433 -2.212 1.549
C -0.313 -1.126 0.764
N 0.524 -0.927 -0.194
H 2.061 -1.658 -1.355
H 0.991 -2.922 -0.768
H 2.179 -2.178 0.323
H 0.238 -2.970 1.470
H -0.823 -2.080 2.463
H -1.056 -0.354 0.930
C -0.551 2.232 0.019
C -1.755 2.610 -0.371
N 0.361 1.598 -0.935
H -0.130 2.379 1.001
H -2.421 3.052 0.357
H -2.170 2.399 -1.348
H 0.432 0.439 -0.705
H 0.073 1.771 -1.897
H 1.315 1.931 -0.808

Results
Orbital gap ... 10.98 eV
Relative energy (zero: lowest compared OMol25 entry of this formula, charge and spin) ... 1.583 eV
Lowest unoccupied orbital energy ... -2.7 eV
Largest force on an atom ... 1.0 eV/Å
Charge ... +1

Below is a gas-phase ion, C4H12N3 (charge +1) in a non-equilibrium geometry, with properties calculated with ωB97M-V/def2-TZVPD.

Positions of all 19 atoms, in Å:
C -1.838 -0.104 0.038
C -0.655 0.690 0.531
C 0.604 -0.032 0.191
C 1.694 0.525 -0.686
N 3.018 -0.191 -0.547
N 0.467 -1.567 0.713
N -3.233 0.535 0.185
H -1.911 -0.287 -1.082
H -1.812 -1.121 0.469
H -0.848 1.790 0.258
H -0.698 0.630 1.630
H 1.814 1.544 -0.330
H 1.647 0.543 -1.857
H 3.487 -0.177 0.369
H 3.638 -0.480 -1.308
H 1.072 -1.458 1.554
H 0.977 -2.087 0.100
H -4.003 -0.154 -0.032
H -3.419 1.402 -0.195

Results
Orbital gap ... 5.67 eV
Relative energy (zero: lowest compared OMol25 entry of this formula, charge and spin) ... 5.758 eV
Lowest unoccupied orbital energy ... -6.8 eV
Largest force on an atom ... 7.2 eV/Å
Charge ... +1

Below is a gas-phase ion, C4H12N3 (charge +1) in a non-equilibrium geometry, with properties calculated with ωB97M-V/def2-TZVPD.

Positions of all 19 atoms, in Å:
C 1.020 1.446 0.462
C 0.021 1.262 -0.686
C -0.635 -0.131 -0.633
C -1.909 -0.352 -0.239
N -2.311 -1.543 0.358
N 0.366 -1.155 -0.580
N 1.795 0.260 0.917
H 0.630 1.963 1.333
H 1.786 2.117 0.057
H -0.780 2.048 -0.596
H 0.556 1.392 -1.655
H -2.552 0.497 -0.413
H -1.560 -1.805 1.022
H -2.910 -2.212 -0.095
H 0.966 -1.389 -1.371
H -0.127 -2.091 -0.485
H 2.681 0.238 0.397
H 1.875 0.256 1.918
H 1.088 -0.802 0.290

Results
Orbital gap ... 9.58 eV
Relative energy (zero: lowest compared OMol25 entry of this formula, charge and spin) ... 2.315 eV
Lowest unoccupied orbital energy ... -3.1 eV
Largest force on an atom ... 3.5 eV/Å
Charge ... +1

Below is 3 unconnected molecules or ions with the total composition C4H12N3 in a non-equilibrium geometry, with properties calculated with ωB97M-V/def2-TZVPD.

Positions of all 19 atoms, in Å:
C -3.071 -0.150 0.293
C -2.676 0.976 -0.588
C 0.843 -0.009 0.948
C 0.261 -0.866 0.044
N -2.282 -1.108 0.517
N 0.159 -1.615 -0.845
N 3.555 0.058 0.195
H -4.077 -0.072 0.719
H -3.406 1.081 -1.392
H -2.694 1.910 -0.025
H -1.686 0.816 -1.014
H 0.787 -0.402 1.963
H 0.395 0.981 0.925
H 1.967 0.075 0.660
H -0.456 -2.208 -1.369
H 4.172 0.404 0.927
H -2.641 -1.828 1.140
H 3.721 0.626 -0.631
H 3.847 -0.888 -0.027

Results
Orbital gap ... 10.31 eV
Relative energy (zero: lowest compared OMol25 entry of this formula, charge and spin) ... 2.878 eV
Lowest unoccupied orbital energy ... -3.4 eV
Largest force on an atom ... 2.9 eV/Å
Charge ... +1

Below is 2 unconnected molecules or ions with the total composition C4H12N3 in a non-equilibrium geometry, with properties calculated with ωB97M-V/def2-TZVPD.

Positions of all 19 atoms, in Å:
C -1.495 -0.730 -1.025
C -2.097 0.226 -0.102
C 2.184 0.807 1.603
C 1.034 0.949 0.698
N -1.315 -0.978 -2.331
N -1.551 -2.020 -1.271
N 0.933 -0.198 -0.180
H -3.179 0.590 -0.275
H -1.398 1.054 -0.180
H -1.940 -0.176 0.916
H 2.193 -0.003 2.315
H 3.079 0.551 1.062
H 2.415 1.775 2.212
H 1.230 1.770 0.163
H 0.088 1.107 1.399
H -1.974 -0.751 -3.075
H -1.021 -2.839 -1.182
H 1.235 -1.165 0.210
H 1.580 0.031 -0.956

Results
Orbital gap ... 8.95 eV
Relative energy (zero: lowest compared OMol25 entry of this formula, charge and spin) ... 6.133 eV
Lowest unoccupied orbital energy ... -4.9 eV
Largest force on an atom ... 5.6 eV/Å
Charge ... +1

Below is 2 unconnected molecules or ions with the total composition C4H12N3 in a non-equilibrium geometry, with properties calculated with ωB97M-V/def2-TZVPD.

Positions of all 19 atoms, in Å:
C -1.748 0.040 0.029
C -1.939 1.467 -0.278
C 2.820 -0.305 -0.054
C 1.276 -0.454 -0.331
N -1.603 -1.078 -0.705
N -2.292 -1.066 0.604
N 0.527 0.243 0.713
H -2.910 1.734 -0.017
H -1.963 1.654 -1.311
H -1.177 2.020 0.252
H 2.999 0.704 0.010
H 3.198 -0.710 0.997
H 3.493 -0.868 -0.669
H 1.144 -1.466 -0.354
H 0.865 -0.006 -1.193
H -2.184 -1.196 -1.485
H -1.962 -1.642 1.398
H 0.891 1.173 0.798
H 0.564 -0.245 1.593

Results
Orbital gap ... 9.58 eV
Relative energy (zero: lowest compared OMol25 entry of this formula, charge and spin) ... 5.782 eV
Lowest unoccupied orbital energy ... -4.8 eV
Largest force on an atom ... 3.4 eV/Å
Charge ... +1

Below is 2 unconnected molecules or ions with the total composition C4H12N3 in a non-equilibrium geometry, with properties calculated with ωB97M-V/def2-TZVPD.

Positions of all 19 atoms, in Å:
C 2.298 -1.460 0.516
C 0.660 0.747 -0.096
C 1.112 -0.820 0.128
C 1.773 1.696 -0.159
N -0.611 1.037 -0.095
N 0.088 -1.640 -0.124
N -3.356 -0.073 -0.163
H 2.379 -2.499 0.614
H 3.265 -0.908 0.705
H 1.925 2.217 -1.132
H 2.675 1.235 -0.007
H 1.587 2.475 0.656
H -0.881 1.939 -0.549
H -1.334 0.382 -0.156
H 0.010 -2.559 0.235
H -0.794 -1.237 -0.488
H -4.211 -0.321 -0.699
H -3.551 0.731 0.475
H -3.033 -0.942 0.338

Results
Orbital gap ... 7.34 eV
Relative energy (zero: lowest compared OMol25 entry of this formula, charge and spin) ... 2.882 eV
Lowest unoccupied orbital energy ... -5.0 eV
Largest force on an atom ... 5.3 eV/Å
Charge ... +1

Below is 2 unconnected molecules or ions with the total composition C4H12N3 in a non-equilibrium geometry, with properties calculated with ωB97M-V/def2-TZVPD.

Positions of all 19 atoms, in Å:
C -0.122 1.634 -0.815
C -0.766 -0.668 -0.092
C -1.032 0.840 -0.108
C -1.950 -1.598 -0.220
N 0.444 -1.167 -0.064
N -2.143 1.376 0.518
N 3.069 0.075 0.262
H -0.297 2.625 -1.228
H 0.653 1.054 -1.142
H -2.407 -1.243 -1.215
H -2.944 -1.206 0.248
H -1.723 -2.612 -0.357
H 0.406 -2.149 -0.090
H 1.218 -0.479 0.014
H -2.279 2.353 0.475
H -2.627 0.903 1.238
H 2.993 0.934 0.869
H 3.264 0.281 -0.745
H 3.961 -0.320 0.623

Results
Orbital gap ... 8.23 eV
Relative energy (zero: lowest compared OMol25 entry of this formula, charge and spin) ... 2.425 eV
Lowest unoccupied orbital energy ... -4.3 eV
Largest force on an atom ... 5.0 eV/Å
Charge ... +1

Below is a gas-phase ion, C4H12N3O (charge +1) in a non-equilibrium geometry, with properties calculated with ωB97M-V/def2-TZVPD.

Positions of all 20 atoms, in Å:
C -2.227 0.792 -0.757
C -0.387 0.880 -2.249
C -0.932 0.031 -1.127
C 1.852 -0.638 1.286
N 0.081 -0.060 -0.132
N 0.613 -1.069 0.118
N 1.329 -1.268 2.542
O 1.765 0.690 1.314
H -2.499 0.788 0.320
H -2.292 1.829 -1.058
H -3.022 0.263 -1.328
H -0.089 1.887 -1.948
H -1.064 0.808 -3.016
H 0.519 0.479 -2.760
H -1.095 -1.045 -1.398
H 2.793 -1.211 1.085
H 0.927 -0.539 3.111
H 0.644 -1.963 2.231
H 2.140 -1.496 3.169
H 0.944 0.840 0.599

Results
Orbital gap ... 10.51 eV
Relative energy (zero: lowest compared OMol25 entry of this formula, charge and spin) ... 3.969 eV
Lowest unoccupied orbital energy ... -3.8 eV
Largest force on an atom ... 4.3 eV/Å
Charge ... +1

Below is 2 unconnected molecules or ions with the total composition C4H12N4 in a non-equilibrium geometry, with properties calculated with ωB97M-V/def2-TZVPD.

Positions of all 20 atoms, in Å:
C -1.247 1.691 0.246
C -0.020 2.169 0.666
N 0.090 2.629 2.015
N -1.591 1.325 -1.093
H -2.045 1.573 1.026
H 0.853 2.250 0.046
H 0.096 3.663 2.016
H 0.908 2.320 2.504
H -2.617 1.320 -1.296
H -1.087 0.579 -1.549
C 0.253 -1.433 -0.618
C 1.092 -2.407 -0.217
N 2.443 -2.208 0.134
N -1.103 -1.692 -1.024
H 0.525 -0.376 -0.609
H 0.813 -3.456 -0.355
H 3.028 -2.799 -0.459
H 2.644 -2.432 1.103
H -1.262 -1.525 -2.054
H -1.772 -1.191 -0.481

Results
Orbital gap ... 9.13 eV
Relative energy (zero: lowest compared OMol25 entry of this formula, charge and spin) ... 2.499 eV
Lowest unoccupied orbital energy ... 1.1 eV
Largest force on an atom ... 2.8 eV/Å